[1]
This record from OMol25 describes a gas-phase ion, C7H12N5 (charge +1) at a distorted geometry. The level of theory is ωB97M-V with the def2-TZVPD basis set.

2S+1: 1
SMILES: CN[C@H]1[NH+]=C(C)Nc2ccnn21
calculated total energy: -547.4058 a.u.
net charge: +1
relative energy (zero: lowest compared OMol25 entry of this formula, charge and spin): 127.17 kJ/mol

Geometry (Å):
H -2.9360 2.1096 -0.8098
C 3.0986 0.1146 -0.1498
N -1.3595 0.2317 -0.5355
H 0.2504 2.7378 0.6786
H -0.4482 -3.9818 1.1486
N 0.1133 1.8387 0.3411
H 4.1962 0.0739 -0.3771
C -0.1990 -3.2494 0.3750
C 2.4855 1.2678 0.4063
H 3.0118 2.1000 0.7885
N 2.2508 -0.7641 -0.5848
H -1.8711 3.4933 -0.3862
H -0.6783 -3.8014 -0.4625
C -2.1913 2.4826 -0.1216
H -2.7646 2.1640 0.8756
C -0.4820 -1.0011 -0.5724
N 1.0375 -0.2086 -0.3035
N -0.6788 -1.8753 0.4370
H -0.6237 -1.3120 -1.5753
H -0.7923 -1.5040 1.3266
C 1.1771 1.0084 0.2401
H 0.8672 -3.3843 0.0578
H -2.3613 -0.0336 -0.7465
C -1.1021 1.4931 -0.0501

Results of the Löwdin charge analysis, in e, for atoms 1 through 5: atom 1 (H): 0.085, atom 2 (C): -0.152, atom 3 (N): 0.146, atom 4 (H): 0.162, atom 5 (H): 0.093


[2]
This record from OMol25 describes 4 unconnected molecules or ions with the total composition C33H53BrCl2O14S at a distorted geometry. The level of theory is ωB97M-V with the def2-TZVPD basis set.

2S+1: 1
SMILES: CCCCCCCC[C@]1(/C(Cl)=C(\C)Cl)OS(=O)(=O)O[C@@]1(Br)COc1cc(C)ccc1C(C)C.COC(=O)OC.COC(=O)OC.COC(=O)OC
calculated total energy: -6235.0348 a.u.

Geometry (Å):
Cl -1.0003 4.1863 -0.7795
H 1.4996 -5.0780 2.2155
C 0.9910 1.5779 -3.0756
C -0.3480 3.4630 -5.0010
C -1.5573 -2.3696 2.0837
C 0.5312 -0.9925 6.6508
C -4.7477 1.7352 4.1782
H -4.4597 3.3705 -3.4342
H -6.6809 0.2166 3.2446
H -4.1689 5.1032 -4.0018
C -6.8260 1.2976 3.2397
H -0.8038 -2.2774 2.9064
C 0.8550 0.7433 -0.4671
H -5.0668 3.9815 -5.0663
C 0.7587 1.9442 -8.5382
H -2.5603 -1.9409 2.3465
H -1.6723 -1.9445 -0.0531
O -2.4488 0.6835 -3.6410
H -1.8100 0.1773 1.8909
H -2.4335 1.1973 5.2886
H 4.7180 -9.6851 5.8296
S -1.3034 0.4839 -2.7851
H 0.9715 -3.4794 1.5703
H 1.4840 -1.3270 7.0624
H 2.1217 3.8356 4.5619
C -0.3718 2.8250 -6.3174
C 3.0980 3.3269 -0.7030
H -2.3634 2.7771 6.0822
O -6.0696 1.9123 4.2824
H 1.4772 3.7545 6.2079
H -2.8407 -4.2027 1.9429
H 0.0498 -1.8368 6.1598
H 3.7256 3.9524 -1.3853
C 0.5163 1.8479 -1.5717
H -2.3136 2.7005 4.3158
H 0.4360 2.7849 -9.2078
H 0.6709 -0.2977 -0.8586
H 2.1651 2.2628 -4.7842
C -1.6492 3.8098 -4.4054
H 0.5828 -4.9813 0.5912
C 1.3250 1.1286 6.1300
C -0.0192 0.8898 0.8430
O 0.7356 0.0201 5.6653
H -6.5567 1.7173 2.2698
C 0.6936 -4.5636 1.6258
H 4.0650 -8.3438 0.2565
O 4.1499 -8.8219 4.0712
H 2.4497 3.1704 -3.2737
H -1.6528 4.3269 -3.4210
H -0.3141 1.9394 1.0977
C -2.9264 3.5574 -5.0463
O -4.1797 1.1242 3.3104
H 2.9039 -7.0271 0.4751
H 2.3275 4.0196 -6.1116
C -1.0486 -1.5659 0.8065
C 1.6896 3.9754 -0.6149
O -4.1601 2.3551 5.2076
H 6.0085 -8.7996 5.0039
H 3.0970 2.2378 -0.9335
C 0.9539 2.4615 -7.0601
H 1.6983 1.4586 -8.9277
C -4.2267 4.0218 -4.3143
Cl 1.5446 5.6340 0.0542
O 5.6426 -8.6784 2.3726
C 5.1543 -9.4616 4.8575
C 1.6328 2.7377 -3.9196
O 0.7788 3.8227 -4.2541
O 1.4541 1.9875 5.1105
Br 2.5914 0.3394 -2.9039
H -3.9443 2.7215 -6.8197
C 3.8046 -7.4868 0.8788
H 1.6163 4.4128 -7.7938
H -0.0124 1.1209 -8.5497
C -2.7373 2.2422 5.2104
C -0.7056 -4.7847 2.3409
H -0.6548 -4.4837 3.4167
O 0.0682 0.6892 -3.7048
C 2.0266 3.6185 -7.1081
O 1.6764 1.3204 7.2649
H 2.9534 3.1785 -7.5802
H 1.9286 0.7821 -0.1453
C 2.0719 3.2254 5.4623
H 0.6361 0.5391 1.6956
C -2.9557 2.8941 -6.3447
O -0.9471 1.6392 -1.6990
C -1.8092 -3.8775 1.6286
O -1.2523 -0.9067 -2.3714
O 3.5205 -7.9006 2.2148
H 3.5597 3.4283 0.3243
H 1.4075 1.5901 -6.4944
H -1.7733 -4.0040 0.5135
C 0.5703 3.3076 -0.9997
H 3.0863 3.0598 5.8266
H -0.1248 -0.6314 7.4437
C 4.5492 -8.4865 2.8384
H -1.7440 2.0434 -7.9544
H -7.8774 1.5074 3.4287
H 4.6050 -6.7460 0.8672
H -0.9580 -5.8767 2.2540
H 5.4681 -10.3976 4.3941
H -2.0643 0.3111 0.1216
C -1.6705 2.5433 -6.9572
H 0.0271 -1.7863 0.5530
C -1.3135 -0.0079 0.8924

Results of the Löwdin charge analysis, in e, for atoms 1 through 5: atom 1 (Cl): 0.682, atom 2 (H): 0.067, atom 3 (C): -0.584, atom 4 (C): -0.185, atom 5 (C): -0.188


[3]
This record from OMol25 describes 2 unconnected molecules or ions with the total composition C4H6O4 at a distorted geometry. The level of theory is ωB97M-V with the def2-TZVPD basis set.

2S+1: 1
calculated total energy: -456.9720 a.u.
net charge: -2
relative energy (zero: lowest compared OMol25 entry of this formula, charge and spin): 134.51 kJ/mol

Geometry (Å):
H 3.6729 -0.9487 -1.3832
H 3.1319 -2.3953 -0.4773
H -3.5932 0.3707 1.4117
H -2.0101 -0.2053 0.7675
H 2.2332 -1.9675 -1.9141
O -0.9176 1.9233 0.1649
C 1.9516 -0.5408 -0.1918
O 2.5987 0.4453 0.2132
O 0.7618 -0.8730 -0.0226
O -2.5913 2.8430 1.3779
C -2.0182 1.9012 0.7308
C -2.7864 0.5582 0.7022
H -3.2412 0.4337 -0.2911
C 2.8078 -1.5449 -1.0882

Results of the Löwdin charge analysis, in e, for atoms 1 through 5: atom 1 (H): 0.029, atom 2 (H): 0.030, atom 3 (H): 0.033, atom 4 (H): 0.048, atom 5 (H): 0.031


[4]
This record from OMol25 describes 2 unconnected molecules or ions with the total composition C5H12O2 at a distorted geometry. The level of theory is ωB97M-V with the def2-TZVPD basis set.

2S+1: 1
SMILES: CC/C=C/CO.O
calculated total energy: -348.0943 a.u.
relative energy (zero: lowest compared OMol25 entry of this formula, charge and spin): 290.07 kJ/mol

Geometry (Å):
H -1.9168 1.1834 1.1698
C 0.4973 -1.1015 -2.1726
C 0.6771 0.5053 0.1662
C 1.6367 0.8161 1.2765
C -0.6302 -1.2830 -1.0664
H 1.5225 -1.0860 -1.7696
H -0.5508 -2.2822 -0.7113
H 0.4261 -1.9938 -2.8420
H 2.4399 1.3229 0.7068
H 0.4015 -0.2577 -2.9164
O -2.8670 1.3588 1.2389
H -1.5829 -1.1167 -1.6829
H -0.7496 -0.8329 1.0319
H 1.9704 -0.0771 1.9063
H 0.7177 1.6471 2.9288
H 0.7774 1.1086 -0.7310
O 0.9437 1.9493 2.0019
C -0.3233 -0.4064 0.1341
H -3.3894 0.5458 1.3308

Results of the Löwdin charge analysis, in e, for atoms 1 through 5: atom 1 (H): -0.003, atom 2 (C): -0.136, atom 3 (C): -0.134, atom 4 (C): -0.188, atom 5 (C): -0.221


[5]
This record from OMol25 describes a gas-phase ion, C3H7BrNO (charge +1) at a distorted geometry. The level of theory is ωB97M-V with the def2-TZVPD basis set.

2S+1: 1
calculated total energy: -2822.1619 a.u.
net charge: +1
relative energy (zero: lowest compared OMol25 entry of this formula, charge and spin): 240.38 kJ/mol

Geometry (Å):
H 0.7860 -0.5642 -1.5622
C 1.8397 -0.8618 0.8025
H -0.4916 -1.6288 -1.3536
H -0.5764 1.8162 1.1230
C 0.1610 -0.9974 -0.7478
H -1.5419 -0.1506 0.4803
C -0.7171 0.1072 -0.1842
H 2.0900 -1.2502 1.7682
N -0.0067 1.1205 0.5765
O 0.8068 -1.4837 0.3221
H 0.8210 1.5407 0.1265
H -1.0474 0.7400 -1.0089
Br 3.0545 0.2074 -0.1112

Results of the Löwdin charge analysis, in e, for atoms 1 through 5: atom 1 (H): 0.130, atom 2 (C): -0.416, atom 3 (H): 0.158, atom 4 (H): 0.136, atom 5 (C): -0.211


[6]
This record from OMol25 describes a molecular structure, CH3F5N3P3S at a distorted geometry. The level of theory is ωB97M-V with the def2-TZVPD basis set.

2S+1: 1
calculated total energy: -2126.0427 a.u.
relative energy (zero: lowest compared OMol25 entry of this formula, charge and spin): 38.05 kJ/mol

Geometry (Å):
N 0.3940 -1.5208 0.2631
H -2.3908 1.4014 2.4261
P -0.1720 -0.0142 0.3173
P 1.5167 0.5178 -1.7207
H -3.4333 1.8339 1.0365
F 2.7724 1.4675 -1.5363
H -4.0051 0.7415 2.1395
S -2.2085 -0.1655 0.5004
F 1.1800 0.9377 -3.1688
F 2.8661 -1.7569 0.5799
F 2.1420 -3.4415 -0.9319
F 0.3678 0.7112 1.6582
P 1.7388 -1.8390 -0.5446
N 0.2538 0.9630 -0.8664
N 2.0750 -0.9742 -1.8202
C -3.0969 1.1382 1.6678

Results of the Löwdin charge analysis, in e, for atoms 1 through 5: atom 1 (N): -0.289, atom 2 (H): 0.023, atom 3 (P): 0.191, atom 4 (P): 0.384, atom 5 (H): -0.034


no.,molecular weight (g mol⁻¹),LUMO energy (eV),gap between HOMO and LUMO (eV)
1,166.208,-3.5,9.093
2,856.650,0.1,8.604
3,118.088,6.8,7.265
4,104.149,0.7,9.737
5,152.999,-6.0,7.900
6,277.035,0.0,10.398